[1]
Entry from the OMol25 dataset: 7 unconnected molecules or ions with the total composition C37H71FO15S6 in a non-equilibrium geometry (ωB97M-V with the def2-TZVPD basis set).

Atoms and positions in Å:
C (1.93924, 0.15145, 0.95787)
C (1.98391, -0.48632, -0.44729)
C (0.95506, 0.09174, -1.44002)
C (-0.00399, -0.95348, -1.98729)
C (-0.77471, -1.72040, -0.90136)
C (-0.04865, -2.88378, -0.26153)
O (0.45794, -3.87501, -0.78530)
O (-0.06260, -2.68635, 1.10716)
C (-1.24557, -1.97496, 1.38442)
F (-0.97363, -1.29290, 2.55334)
C (-1.40541, -0.93087, 0.24899)
C (-2.91165, -0.64419, 0.11061)
C (-3.33723, 0.80564, -0.21564)
C (-2.19826, 1.77120, -0.51125)
C (-2.66471, 3.17876, -0.84733)
O (-2.77975, 3.45426, -2.22554)
C (-1.52590, 3.52467, -2.86303)
H (2.92729, 0.47720, 1.25058)
H (1.56673, -0.57442, 1.66630)
H (1.28654, 1.01875, 0.98779)
H (1.89787, -1.56549, -0.38562)
H (2.97701, -0.29906, -0.84669)
H (0.43829, 0.91889, -0.96589)
H (1.48520, 0.51702, -2.28856)
H (0.53044, -1.67623, -2.59640)
H (-0.74748, -0.46948, -2.60755)
H (-1.57838, -2.21126, -1.45777)
H (-2.10366, -2.60946, 1.58464)
H (-0.77561, -0.13679, 0.62310)
H (-3.26931, -1.26286, -0.70802)
H (-3.44958, -0.98377, 0.98880)
H (-3.96864, 0.78051, -1.10148)
H (-3.95826, 1.22721, 0.56932)
H (-1.59595, 1.35440, -1.31316)
H (-1.54008, 1.81331, 0.35414)
H (-3.60357, 3.38793, -0.34469)
H (-1.94481, 3.88875, -0.43307)
H (-0.76226, 3.89729, -2.18160)
H (-1.57645, 4.14827, -3.74437)
H (-1.21669, 2.53023, -3.18754)
C (-4.45010, 7.62675, -2.38870)
C (-3.24994, 8.55999, -2.17606)
C (-3.02222, 8.67433, -0.66211)
S (-3.62430, 7.13557, 0.04841)
O (-4.75945, 7.42547, 0.88734)
O (-2.50627, 6.36907, 0.54247)
C (-4.20717, 6.42195, -1.48506)
H (-4.54902, 7.32597, -3.43024)
H (-5.37177, 8.13426, -2.09474)
H (-2.36591, 8.13072, -2.65215)
H (-3.41623, 9.54019, -2.62006)
H (-1.97186, 8.78803, -0.40774)
H (-3.59991, 9.48500, -0.22282)
H (-5.09880, 5.83182, -1.28810)
H (-3.41603, 5.78194, -1.87642)
C (-2.87027, -6.10830, 4.66920)
C (-1.75800, -5.49793, 5.53346)
C (-1.90540, -3.97228, 5.46026)
S (-3.64972, -3.65441, 5.16280)
O (-3.79115, -3.05475, 3.85844)
O (-4.24022, -3.05440, 6.32917)
C (-4.15003, -5.36943, 5.05077)
H (-2.96738, -7.18066, 4.83072)
H (-2.64830, -5.94581, 3.61225)
H (-1.87557, -5.83099, 6.56634)
H (-0.77000, -5.81061, 5.19931)
H (-1.61654, -3.48013, 6.38495)
H (-1.34868, -3.54850, 4.62580)
H (-4.94703, -5.46335, 4.31740)
H (-4.50685, -5.67051, 6.03496)
C (2.79277, 6.16884, -1.62637)
C (3.51300, 7.08678, -2.62457)
C (2.80370, 6.94109, -3.97775)
S (1.10188, 6.50063, -3.60133)
O (0.85509, 5.16826, -4.09269)
O (0.22730, 7.59588, -3.93893)
C (1.30245, 6.42613, -1.82393)
H (3.09665, 6.36747, -0.60026)
H (3.02220, 5.12467, -1.84904)
H (3.44466, 8.12098, -2.28213)
H (4.56987, 6.83994, -2.71015)
H (2.80580, 7.86410, -4.55120)
H (3.22570, 6.13384, -4.57261)
H (0.66382, 5.64306, -1.42201)
H (1.00744, 7.39382, -1.41987)
C (2.84260, -3.39126, 4.39591)
C (3.91066, -3.10430, 5.46179)
C (4.03352, -1.57763, 5.58945)
S (2.43044, -0.90737, 5.12941)
O (2.58372, -0.15307, 3.91022)
O (1.78460, -0.33879, 6.28468)
C (1.66931, -2.47315, 4.72455)
H (2.54052, -4.43331, 4.39132)
H (3.22443, -3.14828, 3.40258)
H (3.59407, -3.53058, 6.41570)
H (4.86493, -3.55387, 5.20657)
H (4.26834, -1.25691, 6.60090)
H (4.76627, -1.17290, 4.89380)
H (0.97830, -2.32968, 3.89487)
H (1.13042, -2.81136, 5.60956)
C (-3.38288, -3.26986, -5.84163)
C (-2.82510, -2.86823, -7.21430)
C (-2.01719, -1.57800, -7.02145)
S (-1.41478, -1.61565, -5.32842)
O (-2.03415, -0.53651, -4.59964)
O (0.01314, -1.80067, -5.32488)
C (-2.21632, -3.14781, -4.86605)
H (-3.79018, -4.27942, -5.84915)
H (-4.18322, -2.58591, -5.55174)
H (-2.17267, -3.65959, -7.58780)
H (-3.61826, -2.72575, -7.94618)
H (-1.16427, -1.51485, -7.69160)
H (-2.63755, -0.69049, -7.12735)
H (-2.51933, -3.09355, -3.82291)
H (-1.49297, -3.95035, -5.00535)
C (6.58595, -4.48284, 0.58259)
C (5.52219, -5.49274, 0.13015)
C (5.38405, -6.54204, 1.24152)
S (5.82505, -5.70903, 2.77182)
O (7.02601, -6.30274, 3.29903)
O (4.65091, -5.55277, 3.59572)
C (6.24171, -4.13472, 2.02706)
H (6.59593, -3.59543, -0.04773)
H (7.57648, -4.94012, 0.53695)
H (4.56969, -4.97916, -0.01301)
H (5.78645, -5.96047, -0.81647)
H (4.36974, -6.92139, 1.33180)
H (6.07845, -7.36915, 1.10969)
H (7.06276, -3.68390, 2.57969)
H (5.35722, -3.49935, 2.08216)

Properties
* HOMO energy: -9.35 eV
* lowest unoccupied orbital energy: 0.44 eV
* frontier orbital gap: 9.788 eV
* max |F|: 3.0 eV Å⁻¹

[2]
Entry from the OMol25 dataset: 3 unconnected molecules or ions with the total composition C37H71N4O5 in a non-equilibrium geometry (ωB97M-V with the def2-TZVPD basis set).

Atoms and positions in Å:
C (-6.64832, -11.90409, 1.55646)
C (-5.30091, -12.06583, 0.73800)
C (-4.03375, -11.44337, 1.45528)
C (-2.73699, -12.20968, 0.90954)
C (-1.63943, -11.16772, 0.37186)
C (-1.30382, -11.42170, -1.15633)
C (-1.44774, -10.15683, -2.09125)
C (-0.71992, -8.85898, -1.56252)
C (0.80491, -8.80332, -2.04534)
C (1.29142, -7.31370, -1.84522)
C (2.62037, -6.95935, -2.64261)
C (3.26598, -5.68127, -1.94556)
C (3.25665, -4.40106, -2.88864)
C (3.89958, -3.16248, -2.15880)
C (3.84507, -1.82953, -3.00675)
C (4.02836, -0.53665, -2.10352)
C (4.23800, 0.78067, -2.94251)
C (3.73067, 2.08689, -2.18679)
N (3.82921, 3.23428, -3.17128)
C (3.86278, 4.49012, -2.47825)
N (5.17148, 5.07208, -2.24316)
N (2.79826, 5.11259, -2.09378)
C (2.77694, 6.42147, -1.37202)
C (1.69277, 6.35821, -0.22412)
C (0.83112, 7.67021, -0.07273)
N (1.58221, 8.81513, 0.47135)
C (1.53825, 10.01358, -0.38885)
C (0.41992, 11.04309, -0.02748)
C (-0.40664, 11.02046, 1.17727)
C (-1.47851, 12.06910, 1.36365)
C (-1.71157, 13.13148, 0.37711)
C (-0.85211, 13.14547, -0.80785)
C (0.18786, 12.12734, -0.99540)
O (0.96912, 12.24713, -2.16952)
H (-6.53710, -12.36407, 2.57113)
H (-7.44095, -12.46533, 0.98462)
H (-6.96567, -10.83029, 1.64360)
H (-5.18322, -13.17240, 0.54923)
H (-5.41285, -11.52634, -0.24711)
H (-3.96525, -10.36509, 1.13141)
H (-4.04876, -11.54327, 2.57037)
H (-2.29169, -12.89857, 1.68553)
H (-3.09112, -12.89308, 0.08437)
H (-0.70962, -11.40186, 0.97156)
H (-1.91513, -10.11429, 0.62386)
H (-0.26729, -11.87183, -1.18716)
H (-1.97893, -12.21833, -1.58917)
H (-2.53336, -9.99263, -2.35019)
H (-0.94881, -10.41570, -3.07326)
H (-0.80751, -8.68918, -0.45990)
H (-1.21251, -7.97096, -2.05952)
H (1.35823, -9.49174, -1.34442)
H (0.90580, -9.15506, -3.11257)
H (1.49513, -7.15622, -0.75536)
H (0.47517, -6.63456, -2.20324)
H (2.41325, -6.69351, -3.72015)
H (3.34461, -7.82355, -2.66329)
H (4.29896, -5.91876, -1.56041)
H (2.66121, -5.39095, -1.04159)
H (3.80359, -4.63120, -3.84186)
H (2.17371, -4.22913, -3.16103)
H (4.95828, -3.39402, -1.84673)
H (3.28400, -2.99168, -1.23230)
H (4.72763, -1.86679, -3.71301)
H (2.92336, -1.74779, -3.64151)
H (3.20521, -0.47839, -1.34057)
H (4.98904, -0.70575, -1.53070)
H (3.79812, 0.74856, -3.97554)
H (5.35843, 0.91667, -3.04682)
H (2.66677, 1.86604, -1.89803)
H (4.33254, 2.30073, -1.26470)
H (4.76918, 3.11306, -3.57177)
H (5.74869, 4.94088, -3.08216)
H (5.64958, 4.55619, -1.49716)
H (1.90262, 4.65190, -2.30272)
H (2.59500, 7.23465, -2.12018)
H (3.76186, 6.63862, -0.87701)
H (2.15389, 6.05152, 0.75162)
H (0.97637, 5.52227, -0.50088)
H (0.29676, 7.87103, -1.03764)
H (0.02001, 7.42098, 0.67850)
H (1.27480, 9.01721, 1.42375)
H (1.35608, 9.69063, -1.45677)
H (2.55319, 10.51251, -0.41471)
H (-0.24916, 10.23327, 1.95884)
H (-2.15740, 12.08767, 2.25318)
H (-2.49851, 13.91449, 0.48843)
H (-0.99434, 13.94620, -1.58103)
H (1.13968, 13.20812, -2.21862)
O (-2.71447, 9.62442, 3.06485)
C (-3.52232, 10.10795, 3.81754)
O (-3.21123, 10.27992, 5.11353)
C (-4.02043, 11.00792, 6.04803)
C (-5.10231, 10.12786, 6.63942)
C (-4.91508, 10.43997, 3.34886)
H (-4.42008, 11.91699, 5.59400)
H (-3.34654, 11.33143, 6.84243)
H (-5.79150, 9.76777, 5.87382)
H (-5.67583, 10.67551, 7.38909)
H (-4.66100, 9.24651, 7.10837)
H (-5.52461, 9.53601, 3.37337)
H (-4.85440, 10.80471, 2.32327)
H (-5.40096, 11.22293, 3.92608)
O (2.42062, -2.99377, 0.66498)
C (1.41614, -3.30209, 1.25758)
O (0.54807, -4.15843, 0.69513)
C (-0.57518, -4.73592, 1.37558)
C (-1.77702, -3.81497, 1.33048)
C (1.07086, -2.67211, 2.58174)
H (-0.30780, -5.02819, 2.39301)
H (-0.80925, -5.65835, 0.84187)
H (-1.57982, -2.87046, 1.84057)
H (-2.64060, -4.28718, 1.80166)
H (-2.02969, -3.57042, 0.29700)
H (0.59491, -1.70696, 2.40432)
H (1.99398, -2.52028, 3.14080)
H (0.42848, -3.28536, 3.20878)

Properties
* HOMO energy: -10.02 eV
* total charge: +1
* lowest unoccupied orbital energy: -3.24 eV
* frontier orbital gap: 6.774 eV
* max |F|: 3.2 eV Å⁻¹